Molecular formula: C6H6N4O
Method: DFT, ωB97M-V with the def2-TZVPD basis set

Strongest force on any atom, eV Å⁻¹: 3.99
LUMO energy, eV: -0.23
Structure (SMILES): CO[C@@H]1N=NCC1(C#N)C#N
HOMO-LUMO gap, Eh: 0.372
ΔE to the lowest compared entry with this formula, charge and spin, kcal/mol: 94.4
Calculated total energy, a.u.: -526.376075

ORCA input file:
```
! wB97M-V def2-TZVPD RIJCOSX def2/J DEFGRID3
* xyz 0 1
C 2.151 -1.046 -1.002
C 2.642 0.049 1.129
C 1.942 1.332 -1.004
C 0.214 0.261 0.217
C 1.794 0.059 -0.043
C -1.711 -1.041 0.544
N 2.448 -1.937 -1.669
N 3.296 -0.116 2.048
N 0.657 1.749 -1.374
N -0.246 1.200 -0.748
O -0.350 -1.045 0.210
H 2.501 2.068 -0.394
H 2.618 1.073 -1.816
H 0.207 0.808 1.189
H -2.071 -2.056 0.695
H -2.396 -0.787 -0.361
H -1.941 -0.505 1.410
*
```


Molecular formula: C9H7NO3V
Method: DFT, ωB97M-V with the def2-TZVPD basis set

Strongest force on any atom, eV Å⁻¹: 12.96
LUMO energy (spin up / spin down), eV: -10.47 / -10.60
HOMO-LUMO gap (spin up / spin down), Eh: 0.247 / 0.242
⟨S²⟩: 3.783
Calculated total energy, a.u.: -1570.874554

ORCA input file:
```
! wB97M-V def2-TZVPD RIJCOSX def2/J DEFGRID3
* xyz 2 4
O -5.339 -0.068 -3.667
C -4.248 -0.120 -3.363
V 0.426 -0.504 -1.628
C 0.487 1.338 -2.004
C 0.326 -1.817 -2.940
O 0.594 2.495 -2.152
O 0.269 -2.732 -3.707
N -0.900 -0.968 -0.060
C -0.027 -0.259 0.863
C -0.394 0.946 1.446
C 0.561 1.559 2.257
C 1.689 0.832 2.628
C 2.153 -0.170 1.780
C 1.261 -0.802 0.919
H -1.874 -0.651 -0.002
H -0.969 -1.953 0.223
H -1.358 1.379 1.261
H 0.455 2.609 2.528
H 2.167 1.012 3.571
H 3.211 -0.430 1.721
H 1.510 -1.694 0.327
*
```


Molecular formula: C7H17N3OS
Method: DFT, ωB97M-V with the def2-TZVPD basis set

Strongest force on any atom, eV Å⁻¹: 6.46
LUMO energy, eV: -1.37
HOMO-LUMO gap, Eh: 0.239
ΔE to the lowest compared entry with this formula, charge and spin, kcal/mol: 255.6
Calculated total energy, a.u.: -914.187986

ORCA input file:
```
! wB97M-V def2-TZVPD RIJCOSX def2/J DEFGRID3
* xyz 0 1
C -1.900 1.834 0.916
C -2.631 0.779 -0.012
C -1.849 -0.257 -0.898
C -1.387 -1.422 -0.206
C 0.824 -1.012 1.006
C 2.564 -0.895 -0.818
C 2.735 0.584 -1.131
H -2.878 2.210 1.682
H -1.446 2.994 0.423
H -0.839 1.296 1.555
H -3.100 1.524 -0.828
H -3.346 0.083 0.702
H -2.574 -0.504 -1.740
H -0.571 1.075 -1.123
H -2.142 -1.944 0.284
H -0.970 -2.181 -0.906
H -1.219 0.292 1.895
H 1.770 -1.185 2.992
H 0.584 -0.623 -0.845
H 3.046 -1.454 0.151
H 2.953 -1.548 -1.722
H 2.218 0.396 -2.199
H 3.831 0.647 -1.169
H 2.119 0.445 0.994
N -0.490 -1.212 1.011
N 1.922 -0.692 1.846
N 1.209 -1.256 -0.367
O -0.777 0.288 -1.671
S 2.345 1.737 0.180
*
```


Molecular formula: C22H36F2INO6
Method: DFT, ωB97M-V with the def2-TZVPD basis set

Strongest force on any atom, eV Å⁻¹: 1.81
LUMO energy, eV: 0.24
Structure (SMILES): CCC(=O)OCC[C@]1(C[C@H](C)I)C[C@](CCF)(CC(=O)F)C(=O)N1.CC(C)=O.CC(C)=O
HOMO-LUMO gap, Eh: 0.361
Calculated total energy, a.u.: -1863.524449

ORCA input file:
```
! wB97M-V def2-TZVPD RIJCOSX def2/J DEFGRID3
* xyz 0 1
C 1.767 -4.395 3.764
C 2.141 -3.230 2.865
C 3.324 -3.561 1.977
O 3.771 -4.670 1.921
O 3.926 -2.559 1.258
C 3.045 -1.724 0.492
C 2.969 -0.333 1.118
C 2.051 0.658 0.371
C 2.768 1.892 -0.248
C 3.889 2.522 0.590
C 3.606 2.649 2.090
I 4.140 4.556 -0.180
C 0.832 1.159 1.177
C -0.376 0.168 0.885
C -1.609 0.950 0.447
C -2.781 0.085 0.003
F -3.403 0.683 -1.083
C -0.529 -0.630 2.198
C -1.505 -1.783 2.226
O -2.255 -1.971 3.140
F -1.520 -2.627 1.186
C 0.175 -0.578 -0.337
O -0.268 -1.541 -0.910
N 1.323 0.058 -0.758
H 0.997 -4.088 4.467
H 2.615 -4.795 4.308
H 1.346 -5.194 3.162
H 1.303 -3.056 2.186
H 2.309 -2.306 3.416
H 2.078 -2.217 0.411
H 3.431 -1.650 -0.521
H 3.991 0.040 1.136
H 2.676 -0.391 2.164
H 2.047 2.632 -0.565
H 3.234 1.539 -1.172
H 4.855 2.062 0.433
H 3.978 1.756 2.589
H 2.565 2.844 2.319
H 4.177 3.470 2.511
H 0.960 1.181 2.253
H 0.500 2.122 0.809
H -1.331 1.596 -0.385
H -1.949 1.622 1.237
H -2.483 -0.916 -0.295
H -3.543 -0.024 0.775
H -0.844 0.041 2.988
H 0.462 -0.984 2.469
H 1.866 -0.434 -1.453
C -0.993 -2.244 -3.996
C 0.057 -1.914 -5.026
O 0.934 -1.111 -4.799
C -0.029 -2.630 -6.353
H -0.807 -1.661 -3.100
H -1.986 -2.003 -4.382
H -0.947 -3.304 -3.744
H -0.980 -2.404 -6.837
H 0.051 -3.707 -6.200
H 0.784 -2.301 -6.996
C -6.881 4.653 -0.499
C -5.413 4.831 -0.804
O -4.897 5.923 -0.809
C -4.621 3.580 -1.100
H -7.330 5.625 -0.305
H -7.386 4.192 -1.349
H -7.007 4.022 0.382
H -5.033 3.074 -1.973
H -4.653 2.905 -0.244
H -3.586 3.847 -1.302
*
```


Molecular formula: C4H5HgO2
Method: DFT, ωB97M-V with the def2-TZVPD basis set

Strongest force on any atom, eV Å⁻¹: 4.55
LUMO energy (spin up / spin down), eV: -4.41 / -7.95
HOMO-LUMO gap (spin up / spin down), Eh: 0.333 / 0.224
ΔE to the lowest compared entry with this formula, charge and spin, kcal/mol: 0.0
⟨S²⟩: 2.006
Calculated total energy, a.u.: -458.851403

ORCA input file:
```
! wB97M-V def2-TZVPD RIJCOSX def2/J DEFGRID3
* xyz 1 3
H 0.351 1.300 -0.467
O -2.195 -0.601 0.870
C -0.946 -0.048 0.787
C -0.509 0.382 -0.513
C 0.314 -0.813 -0.006
C 1.675 -0.455 0.259
O 2.158 0.592 -0.183
Hg 3.542 0.763 -1.852
H -2.823 0.056 1.188
H -0.580 0.475 1.676
H -1.076 0.172 -1.418
H 0.089 -1.823 -0.343
*
```


Molecular formula: C61H189N45O28
Method: DFT, ωB97M-V with the def2-TZVPD basis set

Strongest force on any atom, eV Å⁻¹: 8.31
LUMO energy, eV: -0.57
HOMO-LUMO gap, Eh: 0.295
ΔE to the lowest compared entry with this formula, charge and spin, kcal/mol: 41.6
Calculated total energy, a.u.: -7008.471930

ORCA input file:
```
! wB97M-V def2-TZVPD RIJCOSX def2/J DEFGRID3
* xyz 0 1
C 2.011 -0.190 -2.738
O 1.640 -1.297 -2.549
N 3.182 0.167 -3.165
N 1.221 0.852 -2.472
H 3.145 1.139 -3.438
H 3.804 -0.542 -3.526
H 1.640 1.765 -2.576
H 0.244 0.658 -2.305
C 5.206 -2.480 -2.033
O 5.570 -1.564 -2.701
N 4.049 -2.666 -1.557
N 6.038 -3.351 -1.483
H 3.229 -2.208 -1.929
H 3.945 -3.437 -0.913
H 7.013 -3.168 -1.677
H 5.693 -4.196 -1.051
C -3.501 -3.383 2.765
O -2.369 -3.688 3.142
N -4.326 -4.201 2.259
N -4.031 -2.229 2.772
H -5.149 -3.869 1.776
H -3.858 -5.063 2.016
H -3.496 -1.471 3.172
H -4.863 -2.080 2.220
C -5.710 2.979 -4.884
O -5.598 2.290 -5.869
N -6.380 4.090 -4.836
N -5.198 2.615 -3.760
H -6.950 4.356 -5.627
H -6.416 4.673 -4.012
H -4.770 1.701 -3.791
H -5.405 3.004 -2.851
C 6.693 -4.593 2.601
O 6.863 -5.179 1.562
N 7.406 -4.661 3.623
N 5.737 -3.771 2.810
H 8.133 -5.345 3.782
H 7.124 -4.033 4.362
H 5.306 -3.241 2.066
H 5.509 -3.621 3.783
C -1.045 -6.047 5.382
O -0.396 -6.943 5.883
N -2.323 -5.848 5.576
N -0.691 -5.225 4.423
H -2.766 -5.112 5.045
H -2.800 -6.433 6.247
H 0.124 -5.358 3.841
H -1.377 -4.525 4.179
C -2.648 0.381 -4.009
O -2.260 1.138 -3.101
N -3.136 -0.873 -3.868
N -2.737 0.787 -5.233
H -3.233 -1.174 -2.909
H -3.529 -1.407 -4.629
H -2.601 1.767 -5.436
H -3.206 0.278 -5.969
C -1.130 2.574 6.780
O -0.747 3.705 7.076
N -2.356 2.149 6.865
N -0.313 1.574 6.484
H -2.634 1.371 6.284
H -3.103 2.824 6.951
H 0.668 1.810 6.455
H -0.827 0.710 6.382
C -6.198 6.027 -1.173
O -6.426 5.126 -1.923
N -6.892 6.469 -0.179
N -5.125 6.654 -1.350
H -6.619 7.271 0.372
H -7.676 5.865 0.022
H -4.891 7.265 -0.580
H -4.634 6.403 -2.196
C -7.252 -2.131 2.235
O -6.920 -3.127 1.636
N -6.883 -0.910 1.859
N -7.631 -2.124 3.491
H -7.156 -0.108 2.410
H -6.257 -0.819 1.073
H -7.599 -3.021 3.954
H -7.605 -1.247 3.992
C -4.136 1.354 4.014
O -4.428 1.221 5.167
N -4.909 1.973 3.164
N -3.023 0.950 3.580
H -5.734 2.394 3.566
H -4.618 1.855 2.204
H -2.582 0.270 4.183
H -2.587 1.233 2.714
C -6.576 2.375 0.078
O -6.055 1.670 -0.754
N -6.005 3.396 0.668
N -7.740 2.088 0.485
H -6.512 4.021 1.279
H -5.090 3.630 0.313
H -8.306 1.301 0.202
H -8.251 2.738 1.066
C -4.639 -1.530 -0.851
O -5.725 -1.816 -1.283
N -4.292 -0.426 -0.247
N -3.715 -2.362 -0.802
H -4.892 0.382 -0.335
H -3.400 -0.137 0.128
H -3.805 -3.203 -1.355
H -2.847 -2.172 -0.323
C -0.428 -4.608 -3.601
O -0.565 -5.456 -4.398
N 0.761 -4.117 -3.510
N -1.361 -3.878 -3.064
H 1.412 -4.456 -4.203
H 0.839 -3.190 -3.118
H -1.019 -3.096 -2.524
H -2.314 -4.212 -3.040
C -1.942 -1.633 5.702
O -1.358 -0.767 5.109
N -1.279 -2.528 6.398
N -3.221 -1.627 5.994
H -1.717 -3.220 6.990
H -0.358 -2.789 6.074
H -3.797 -0.827 5.776
H -3.742 -2.420 6.340
C -1.764 -6.553 0.204
O -1.428 -7.346 1.066
N -1.935 -6.958 -0.984
N -1.992 -5.311 0.462
H -2.248 -6.280 -1.663
H -1.475 -7.820 -1.240
H -2.089 -4.725 -0.355
H -1.871 -4.925 1.387
C -4.777 -4.691 -3.381
O -3.835 -4.712 -2.642
N -5.724 -3.859 -3.319
N -4.751 -5.524 -4.371
H -6.361 -3.694 -4.085
H -5.875 -3.263 -2.517
H -3.946 -6.067 -4.649
H -5.416 -5.347 -5.109
C 1.713 6.601 1.597
C 1.779 7.248 2.979
C 3.082 7.090 3.811
O 3.349 5.687 3.979
C 4.265 5.174 2.967
N 1.452 8.667 2.738
H 1.987 5.551 1.500
H 2.448 7.171 1.028
H 0.705 6.740 1.206
H 1.002 6.774 3.579
H 2.910 7.399 4.842
H 3.900 7.773 3.581
H 4.933 4.445 3.427
H 4.894 6.016 2.677
H 3.874 4.770 2.034
H 2.203 8.932 2.116
H 0.608 8.674 2.183
C 0.620 1.879 -5.806
C 1.767 2.810 -5.532
C 1.698 3.991 -6.606
O 2.821 4.848 -6.643
C 4.115 4.336 -6.947
N 1.677 3.358 -4.191
H 0.690 1.016 -5.144
H 0.682 1.478 -6.817
H -0.337 2.397 -5.731
H 2.766 2.375 -5.547
H 0.965 4.746 -6.321
H 1.435 3.714 -7.627
H 4.733 5.190 -6.671
H 4.336 4.056 -7.977
H 4.354 3.600 -6.179
H 0.740 3.511 -3.846
H 2.141 4.255 -4.175
C 3.090 4.816 -1.536
C 3.990 5.588 -2.566
C 3.252 6.720 -3.297
O 2.108 6.136 -3.878
C 1.151 7.134 -4.200
N 5.145 6.081 -1.910
H 2.311 4.188 -1.968
H 2.582 5.435 -0.796
H 3.690 4.136 -0.931
H 4.238 4.878 -3.356
H 3.795 7.298 -4.046
H 2.948 7.437 -2.535
H 0.767 7.734 -3.376
H 0.345 6.549 -4.644
H 1.618 7.742 -4.974
H 5.034 6.690 -1.112
H 5.565 6.719 -2.572
C 1.811 -4.379 0.534
C 3.014 -4.556 1.389
C 2.783 -5.671 2.519
O 2.262 -5.118 3.730
C 2.698 -5.734 4.908
N 4.093 -4.829 0.431
H 1.955 -3.446 -0.011
H 0.934 -4.307 1.177
H 1.530 -5.112 -0.222
H 3.289 -3.613 1.861
H 3.761 -6.097 2.742
H 2.080 -6.391 2.101
H 2.331 -6.751 5.044
H 2.286 -5.221 5.777
H 3.787 -5.736 4.946
H 3.901 -5.727 0.011
H 4.836 -5.117 1.051
C -0.676 -1.439 -6.858
C 0.558 -2.340 -6.824
C 1.344 -2.380 -8.207
O 2.474 -3.195 -8.184
C 3.409 -3.142 -9.301
N 1.455 -1.882 -5.791
H -0.354 -0.466 -7.230
H -0.913 -1.291 -5.804
H -1.465 -1.864 -7.478
H 0.235 -3.341 -6.536
H 1.755 -1.374 -8.294
H 0.741 -2.649 -9.074
H 3.645 -2.152 -9.690
H 3.231 -3.641 -10.253
H 4.321 -3.534 -8.851
H 2.048 -2.655 -5.525
H 0.953 -1.712 -4.931
C -1.441 5.736 -1.526
C -2.073 4.742 -2.519
C -2.440 5.551 -3.808
O -3.524 6.487 -3.607
C -3.825 7.246 -4.786
N -1.088 3.747 -2.720
H -1.186 5.168 -0.632
H -2.003 6.650 -1.332
H -0.538 6.071 -2.037
H -2.906 4.316 -1.962
H -2.677 4.859 -4.616
H -1.601 6.153 -4.157
H -4.312 6.780 -5.642
H -2.919 7.554 -5.308
H -4.345 8.133 -4.425
H -1.539 2.920 -3.084
H -0.834 3.495 -1.776
C 6.310 -7.729 -0.741
C 5.174 -7.936 0.315
C 3.840 -8.383 -0.278
O 3.103 -7.134 -0.697
C 2.096 -7.270 -1.621
N 5.597 -9.018 1.156
H 5.775 -7.156 -1.498
H 6.649 -8.612 -1.283
H 7.160 -7.088 -0.505
H 5.087 -6.997 0.862
H 3.178 -8.744 0.509
H 3.934 -9.240 -0.946
H 1.288 -7.855 -1.183
H 2.448 -7.941 -2.405
H 1.855 -6.364 -2.177
H 4.900 -9.181 1.868
H 5.479 -9.885 0.652
C 4.283 1.199 0.322
C 5.666 0.563 0.605
C 5.514 -0.794 1.357
O 4.744 -0.698 2.541
C 5.439 -0.139 3.664
N 6.277 0.416 -0.715
H 4.271 2.042 -0.369
H 3.725 1.430 1.230
H 3.521 0.475 0.031
H 6.187 1.270 1.251
H 6.492 -1.228 1.566
H 4.951 -1.529 0.782
H 6.121 0.682 3.445
H 6.026 -0.994 4.002
H 4.715 0.091 4.446
H 5.747 -0.257 -1.251
H 7.166 -0.050 -0.610
C 0.019 -1.329 1.941
C -0.977 -1.170 0.822
C -0.990 0.289 0.210
O -1.847 1.143 0.912
C -1.769 2.523 0.469
N -0.517 -2.130 -0.183
H -0.173 -0.605 2.733
H 1.019 -1.095 1.576
H -0.082 -2.305 2.415
H -1.941 -1.487 1.219
H -1.303 0.121 -0.820
H 0.017 0.704 0.247
H -2.174 2.660 -0.534
H -0.719 2.785 0.337
H -2.345 3.250 1.043
H -0.078 -2.863 0.354
H 0.346 -1.711 -0.498
C -3.897 5.592 2.038
C -3.221 6.129 3.296
C -2.158 5.098 3.758
O -1.243 4.689 2.735
C -0.221 3.707 3.049
N -2.439 7.357 2.907
H -4.778 6.232 2.001
H -4.268 4.570 2.104
H -3.398 5.628 1.069
H -3.954 6.288 4.088
H -2.617 4.158 4.065
H -1.679 5.538 4.632
H 0.344 3.607 2.123
H -0.575 2.694 3.238
H 0.416 4.067 3.857
H -1.872 7.650 3.690
H -1.699 7.028 2.304
C 1.918 -1.128 4.763
C 2.894 -1.642 5.914
C 2.395 -2.243 7.234
O 1.406 -3.293 7.108
C 1.097 -3.938 8.266
N 3.777 -2.654 5.176
H 1.460 -1.910 4.157
H 2.473 -0.602 3.986
H 1.099 -0.513 5.137
H 3.537 -0.791 6.142
H 1.854 -1.544 7.872
H 3.160 -2.558 7.945
H 1.977 -4.252 8.827
H 0.687 -4.908 7.987
H 0.299 -3.430 8.807
H 4.019 -2.095 4.370
H 3.099 -3.343 4.882
*
```


Molecular formula: C3H4ClN
Method: DFT, ωB97M-V with the def2-TZVPD basis set

Strongest force on any atom, eV Å⁻¹: 5.28
LUMO energy, eV: 0.07
HOMO-LUMO gap, Eh: 0.356
ΔE to the lowest compared entry with this formula, charge and spin, kcal/mol: 51.4
Calculated total energy, a.u.: -631.555750

ORCA input file:
```
! wB97M-V def2-TZVPD RIJCOSX def2/J DEFGRID3
* xyz 0 1
C -1.311 -0.934 -0.054
C -0.764 0.215 -0.601
C 1.095 0.461 0.444
N -1.704 -1.997 0.156
Cl 2.384 -0.468 -0.164
H -0.422 0.029 -1.564
H -1.214 1.046 -0.126
H 0.873 0.061 1.486
H 1.063 1.587 0.424
*
```